1.
29
Properties=species:S:1:pos:R:3:forces:R:3:nbo_charge:R:1 method="wB97M-V/def2-TZVPD" mol_weight_g_mol=155.2 total_charge=+1 relative_energy_ev=2.108 homo_energy_ev=-12.912 e_lumo_ha=-0.1099 spin_multiplicity=1 orbital_gap_ev=9.92
H -1.8250 2.9693 0.4907 -0.272 0.000 0.079 0.50
H -1.6376 -1.3707 -0.2174 -0.093 0.117 -0.123 0.47
H -0.3919 -2.1935 1.4369 0.391 -0.264 0.734 0.24
H 2.1179 -1.5017 0.2010 0.108 0.107 -0.100 0.19
O -0.7923 -2.3096 -2.2389 0.595 0.328 -0.465 -0.96
C 1.2190 -1.1662 -0.3380 0.855 0.481 -0.063 -0.44
H 0.5578 -2.0108 -0.3996 -0.491 -0.078 0.058 0.21
N 0.6784 0.0579 0.2329 -0.587 -0.856 -0.446 -0.47
H -2.0495 0.0282 0.6539 -0.159 0.014 -0.417 0.46
C 1.3497 1.7654 -1.4706 -1.381 -0.254 0.204 -0.07
H -1.0304 1.9705 1.3141 -0.256 0.522 -0.048 0.46
O 0.0324 1.4869 -1.9577 -0.009 -0.407 -0.641 -0.73
C -0.7406 -1.2155 1.7248 -1.413 0.986 -0.921 -0.21
C 1.5574 1.1611 -0.0729 -0.169 0.925 1.163 -0.25
H 1.3117 1.9390 0.6548 -0.085 0.209 0.025 0.19
H -0.2034 0.8348 1.9091 0.208 0.068 0.746 0.18
H -2.7254 -1.4210 1.0650 -0.378 -0.271 -0.204 0.44
H -0.6373 1.4914 -1.2664 0.355 0.065 0.232 0.46
C 0.2541 -0.0888 1.6030 1.156 -1.053 -0.687 -0.22
H 2.5968 0.9297 0.1743 0.241 -0.109 -0.387 0.20
H 1.4810 -0.8835 -1.3550 0.265 -0.394 -0.103 0.21
O -1.9352 2.1961 1.0614 0.317 -0.324 -0.314 -0.94
H -0.3669 -1.4923 -2.5430 -0.506 0.305 0.176 0.48
H -0.2077 -2.9290 -2.7004 -0.453 -0.496 0.242 0.49
H 1.3853 2.8497 -1.4051 0.826 0.083 -0.030 0.19
H 2.0196 1.3641 -2.2226 0.196 0.143 -0.016 0.19
H -1.2109 -1.0887 2.6927 0.013 -0.780 0.233 0.24
N -1.8894 -0.9873 0.6992 0.835 0.480 0.923 -0.70
H 1.0826 -0.3858 2.2738 -0.108 0.455 0.152 0.21


2.
31
Properties=species:S:1:pos:R:3:forces:R:3:nbo_charge:R:1 method="wB97M-V/def2-TZVPD" mol_weight_g_mol=187.2 total_charge=+1 relative_energy_ev=0.808 homo_energy_ev=-13.263 e_lumo_ha=-0.1045 spin_multiplicity=1 orbital_gap_ev=10.42
O 0.8671 3.5128 -0.3596 -1.205 1.007 -1.015 -0.98
C 1.5018 -1.4278 -1.9191 1.189 -0.626 1.136 -0.44
H 0.9405 4.3922 0.1180 -0.285 -1.312 -1.257 0.51
H -0.0653 -2.6113 -0.9333 0.123 0.460 -1.309 0.26
H 0.1901 3.5720 -1.1117 1.511 0.505 1.750 0.49
H -0.4760 -2.0339 -2.7191 0.597 0.163 1.765 0.24
N 1.0628 0.3607 2.3553 3.550 0.296 -2.958 -0.78
H -2.1947 -3.9326 -0.2941 1.017 1.539 0.984 0.49
C 1.8744 -0.4764 -0.7377 1.577 0.193 -0.286 -0.43
H -0.1325 3.3093 2.7465 -0.331 0.170 -0.181 0.48
C 0.0715 -1.8332 -1.7314 -0.961 0.239 0.510 -0.23
C 0.5496 0.0822 -0.2104 0.817 2.122 0.408 -0.16
H 2.4075 -1.0869 0.0739 -0.651 1.114 -1.114 0.24
H -1.0225 0.0508 -1.7222 0.601 -0.854 1.575 0.45
C 0.2663 -0.0663 1.3296 -1.139 0.104 1.286 0.67
H -3.9697 -0.0613 0.0800 0.650 0.528 -0.434 0.48
H 0.8434 0.3923 3.3658 -0.240 -0.179 -1.434 0.45
N -0.5477 -0.5832 -1.0145 1.403 0.252 -2.147 -0.54
O -1.7105 -3.1766 0.1736 -1.965 -1.370 0.139 -0.98
H 2.5738 0.3618 -1.1546 -1.189 -1.559 1.119 0.26
H 0.4433 1.2080 -0.3429 0.307 -1.374 -0.137 0.27
O -0.8622 -0.4744 1.5549 -0.631 -0.546 0.329 -0.67
H -1.1739 -0.9362 -0.3374 -1.956 -0.286 1.166 0.49
H -2.8461 0.5009 0.9962 -0.588 -0.181 -3.468 0.50
O -3.1257 0.4331 -0.0278 -0.023 -0.379 3.762 -0.98
H 2.0375 0.7584 2.0312 -2.800 -0.951 1.392 0.42
H 1.6148 -0.9099 -2.8469 0.321 0.162 -0.684 0.22
H 0.3648 3.0211 1.2975 -1.057 0.198 -2.643 0.48
H -2.2455 -3.0357 0.9964 0.786 -0.157 -0.975 0.50
H 2.1849 -2.3113 -1.8443 -0.633 0.722 -0.579 0.25
O 0.5781 3.0012 2.1878 1.206 0.001 3.299 -0.97


3.
28
Properties=species:S:1:pos:R:3:forces:R:3:nbo_charge:R:1 method="wB97M-V/def2-TZVPD" mol_weight_g_mol=141.2 relative_energy_ev=0.665 smiles=CC(C)CCN.O.O.O homo_energy_ev=-8.919 e_lumo_ha=0.0206 spin_multiplicity=1 orbital_gap_ev=9.48
H 1.2748 3.5193 -0.7452 -0.099 -0.096 0.002 0.21
O -1.2039 -2.9181 1.3519 -0.332 -0.224 -0.396 -0.96
H -1.9982 -0.9692 2.3428 0.313 -0.074 0.008 0.49
H 3.0882 2.2572 0.2619 0.156 -0.111 0.050 0.21
C 0.0465 0.7930 -0.2522 0.496 0.134 -0.872 -0.39
H 2.8795 0.5250 0.6593 -0.011 0.186 -0.126 0.20
H -2.7690 -0.4791 -1.0655 -0.140 -0.050 0.007 0.35
H -0.4209 1.4920 0.4349 -0.006 0.195 0.158 0.21
H 2.0981 2.8209 -2.1481 0.058 0.127 0.208 0.21
H 1.1510 -1.9732 0.1120 -0.048 -0.618 -0.135 0.48
H -1.8750 0.2482 3.2720 0.031 -0.073 -0.123 0.47
C 1.2624 2.6863 -1.4531 -0.009 0.130 -0.687 -0.61
H 1.9636 -2.6709 -0.9511 -0.009 -0.261 -0.043 0.48
N -2.3230 0.3989 -0.8524 0.320 0.233 -0.169 -0.85
H 1.8088 0.6157 -1.4376 0.067 -0.235 -0.443 0.18
H -0.8785 1.0144 -2.2594 0.157 0.255 0.219 0.18
H 0.3661 2.7711 -2.0802 0.051 -0.046 0.268 0.21
C 1.3844 1.3399 -0.7550 0.029 0.433 0.861 -0.22
O 1.3033 -2.8591 -0.2749 0.013 0.914 0.217 -0.95
H 0.3015 -0.1007 0.3015 -0.322 -0.246 0.541 0.19
H -2.3168 0.5066 0.1519 -0.050 -0.095 0.149 0.37
O -1.5267 -0.1341 2.4578 -0.251 0.157 0.127 -0.95
C 2.3601 1.4674 0.4418 -0.315 -0.297 -0.083 -0.60
H 1.7977 1.7114 1.3477 0.056 0.177 -0.053 0.21
H -0.4152 -3.3565 1.0069 0.130 0.097 0.092 0.49
C -0.9305 0.4057 -1.3538 -0.512 -0.836 0.124 -0.21
H -1.8673 -3.1365 0.6809 0.114 0.105 0.239 0.47
H -0.6732 -0.6154 -1.6685 0.111 0.119 -0.140 0.17


4.
31
Properties=species:S:1:pos:R:3:forces:R:3:mulliken_spin:R:1 method="wB97M-V/def2-TZVPD" mol_weight_g_mol=189.2 total_charge=+1 relative_energy_ev=1.448 homo_energy_ev="-14.108 / -14.107" e_lumo_ha="-0.1272 / -0.2682" spin_multiplicity=2 orbital_gap_ev="10.65 / 6.81"
O -1.5385 -1.3611 -3.8210 -0.899 2.253 1.533 0.00
H -1.2346 -1.7548 2.1235 -1.190 -0.408 0.217 0.01
O -0.6668 0.7616 -2.2006 -0.779 2.322 -0.301 0.04
H -1.2491 1.3502 1.2316 0.248 -0.869 -0.310 0.01
C -1.1920 -0.4538 -0.1702 -0.099 -0.418 -1.085 0.32
H -0.1629 -2.2345 -1.1372 -1.405 1.782 1.245 0.00
O 0.9256 3.2319 -2.7002 -0.914 0.120 -2.119 0.00
H 2.2053 0.6975 1.8101 0.167 -0.187 0.077 0.02
O -1.9657 -2.2540 2.5339 3.870 0.095 2.364 0.00
H 0.2489 0.5218 -2.3797 0.617 0.291 -0.442 0.00
H 1.5510 -1.9889 0.7299 -1.102 -0.156 -0.287 0.00
O -0.5569 -0.1054 4.8445 1.731 0.003 1.126 0.00
H 2.4626 0.3870 -1.7741 0.624 0.557 -1.540 0.00
N -0.3210 -1.4871 -0.3855 2.342 -1.536 1.338 -0.04
H -0.9268 0.4334 4.1797 -1.090 0.604 -0.979 0.00
H 2.6111 0.9948 -3.2819 3.055 0.972 -2.587 0.00
H -0.7376 1.7458 -2.4523 0.306 -1.991 0.345 0.00
H 1.2739 4.1227 -2.7842 0.052 -0.110 0.788 0.00
C 0.5985 -1.4279 0.6505 1.083 0.112 -1.407 0.39
H -0.6147 -1.5819 -3.9104 0.429 0.190 -0.188 0.00
C 0.4026 -0.2561 1.3994 -3.623 2.106 -1.479 0.15
C -0.7974 0.3987 0.9043 2.108 -2.089 0.254 0.09
H -1.0293 -0.9195 4.9178 -0.778 -0.680 -0.171 0.00
O 2.0812 0.7462 -2.6018 -3.528 -1.925 4.367 0.00
H -1.5838 -0.4212 -3.3734 0.565 -2.649 -1.405 0.00
H -2.7202 -2.2547 2.0381 -2.891 0.204 -2.303 0.00
H -1.9910 -0.4999 -0.8630 -1.046 0.661 -0.002 0.01
C 1.3380 0.2844 2.3297 1.567 -0.830 2.183 0.00
H 1.6412 -0.5243 3.0512 0.165 0.771 -0.694 0.00
H 0.9472 1.0504 2.9655 -0.383 0.566 0.140 0.00
H 1.0010 2.7987 -1.8739 0.801 0.238 1.323 0.00


5.
7
Properties=species:S:1:pos:R:3:forces:R:3:nbo_charge:R:1 method="wB97M-V/def2-TZVPD" mol_weight_g_mol=62.1 relative_energy_ev=0.412 homo_energy_ev=-10.149 e_lumo_ha=-0.0818 spin_multiplicity=1 orbital_gap_ev=7.92
C -3.7905 -0.2634 0.1656 -1.664 -0.316 0.246 0.13
C -0.0305 -0.2447 -0.1976 1.840 -2.317 0.968 -0.09
H -1.3783 1.4423 -0.2067 0.829 -1.263 0.325 0.25
C 1.0031 -0.8732 -0.0206 -2.144 1.348 -0.638 -0.07
C -2.5725 -0.1260 -0.0915 2.572 -0.580 0.051 -0.40
H 1.8638 -1.4719 0.0671 0.540 -0.143 0.062 0.24
C -1.3006 0.3058 -0.1116 -1.974 3.272 -1.015 -0.07


6.
41
Properties=species:S:1:pos:R:3:forces:R:3:nbo_charge:R:1 method="wB97M-V/def2-TZVPD" mol_weight_g_mol=319.3 total_charge=-1 relative_energy_ev=5.310 homo_energy_ev=-6.910 e_lumo_ha=0.0848 spin_multiplicity=1 orbital_gap_ev=9.22
O -2.5445 2.4045 4.6538 -1.033 0.782 -0.789 -0.71
H 1.8486 2.7175 -2.8740 -0.117 0.357 0.421 0.41
H 0.7072 -2.4111 1.8407 -0.042 -0.011 -0.246 0.40
C -2.5618 0.4800 -3.6609 -1.611 -0.183 0.055 0.75
H 4.0477 -1.6002 -1.5311 -0.601 0.645 0.628 0.41
O -3.0947 0.6313 -4.7183 -0.795 0.718 -2.951 -0.68
H -1.3305 1.1566 2.9139 0.370 -0.208 0.081 0.43
H -1.2815 -2.5233 0.9794 0.443 0.083 0.004 0.41
H -2.2862 -1.5676 -3.6511 0.009 0.577 -0.027 0.40
O -0.9628 -4.5601 3.3062 -0.075 -0.272 0.152 -0.72
N -1.1931 1.3786 5.9960 2.191 -1.334 3.775 -0.82
H -0.2018 0.4696 4.0953 -0.270 -0.053 -0.798 0.38
O 1.6458 4.9837 -1.6050 -0.148 -0.144 -0.018 -0.71
N 1.9647 -1.6876 -3.5752 -8.193 -0.460 -6.207 -0.81
N -1.0195 1.0156 3.8644 2.761 -2.636 -4.301 -0.80
C 3.1319 -1.8085 -3.2042 5.907 -1.806 0.023 0.73
H -2.8629 2.3032 -2.9256 0.473 -0.143 0.379 0.40
H 1.4234 1.9095 -1.3941 0.022 -0.437 -0.797 0.40
O 4.0660 -2.3173 -3.7965 1.027 -0.771 -1.362 -0.72
F -0.0448 -0.0898 -0.1590 0.090 -0.018 -0.332 -0.99
N 1.6683 2.7598 -1.8811 0.516 -4.264 -2.895 -0.82
H -2.2778 -3.8209 1.2604 0.371 -0.287 0.896 0.40
H 1.2213 -1.3233 -2.9966 -0.179 -0.449 -0.615 0.40
N 1.2415 3.5113 0.0712 -0.488 -0.672 2.308 -0.84
H 1.2210 -3.1724 3.2145 -0.885 -0.718 0.229 0.40
H 1.8433 -2.2960 -4.3722 -1.262 0.555 -0.243 0.40
N 3.1882 -1.3881 -2.0172 2.005 2.232 6.018 -0.82
H -1.5897 1.8839 6.7754 0.377 -0.222 -0.285 0.41
H 2.2849 -1.0400 -1.7291 1.054 0.176 2.001 0.40
H 1.1954 2.5100 0.1951 -0.448 0.321 1.176 0.40
H -1.8816 -0.6371 -2.2214 0.223 -0.902 -0.087 0.40
H -0.3314 0.8526 6.0268 -0.229 0.201 1.091 0.37
N -1.4246 -3.3550 1.5344 -3.933 2.415 -5.269 -0.81
N 0.5198 -3.1637 2.4877 5.301 3.638 -0.672 -0.81
N -2.5052 1.3854 -2.7028 0.300 2.521 1.294 -0.84
C -0.6422 -3.7005 2.4703 -1.121 -4.534 4.727 0.73
C -1.6074 1.6322 4.7972 -4.160 3.433 1.106 0.73
H -1.9301 1.1576 -1.9044 -0.087 0.882 0.229 0.41
N -2.1890 -0.6781 -3.1827 1.848 -3.521 1.415 -0.84
C 1.5103 3.8289 -1.1895 0.304 4.737 0.395 0.75
H 1.0338 4.1688 0.8093 0.083 -0.230 -0.506 0.41